ORCA calculation (ωB97M-V/def2-TZVPD) on C27H46BrN6O2PReS5Sb as an isolated structure at a distorted geometry.

Geometry as XYZ:
```
90
Properties=species:S:1:pos:R:3:forces:R:3
Re -1.5489 0.9009 0.0933 3.233 -0.586 0.081
S -4.9904 3.8588 1.4963 0.258 0.536 0.070
Sb -3.8814 5.6060 0.2265 -0.290 -0.956 0.124
S -1.8803 4.1986 -0.4098 -0.247 0.242 -0.319
S -1.7343 2.9145 1.1728 -0.015 -1.162 0.303
S -5.5700 4.0388 -0.5074 0.058 0.262 -0.253
Br 1.6840 -5.0253 3.2206 -0.121 0.009 -0.141
C 0.6389 -4.5964 1.7020 0.159 -0.012 0.173
C 0.5013 -5.5124 0.6675 -0.020 0.038 0.012
C -0.2307 -5.1667 -0.4618 0.010 -0.014 -0.030
C -0.8073 -3.9141 -0.5656 -0.066 0.024 -0.007
C -0.6723 -3.0076 0.4857 0.082 -0.048 -0.030
C 0.0491 -3.3487 1.6281 -0.085 0.083 0.057
C -1.1829 -1.6461 0.3274 -0.163 -0.001 -0.323
O -1.5725 -1.1897 -0.7833 -0.346 0.393 0.182
O -1.2003 -0.8093 1.3121 -0.144 1.348 -0.225
H 0.9674 -6.4853 0.7407 0.011 0.004 0.012
H -0.3266 -5.8755 -1.2729 -0.019 -0.015 0.017
H -1.3470 -3.6283 -1.4582 -0.004 0.024 0.005
H 0.1553 -2.6408 2.4387 0.010 -0.014 0.000
C -4.4944 -0.5650 -2.5062 0.015 0.102 -0.161
N -5.1311 -1.0447 -1.2810 0.059 0.004 0.160
C -6.3640 -1.8013 -1.5091 -0.194 -0.081 -0.103
C -4.7370 -0.6370 -0.0805 0.055 -0.456 -0.295
S -3.8648 0.8846 0.0986 -0.836 0.367 0.230
N -5.0779 -1.2580 1.0444 0.087 0.094 -0.109
C -5.4888 -2.6616 1.0965 -0.012 -0.240 0.043
C -4.8719 -0.6525 2.3650 0.061 0.165 0.172
H -4.5517 -1.3581 -3.2499 -0.029 -0.014 0.033
H -3.4501 -0.3374 -2.3383 0.093 -0.001 0.074
H -5.0067 0.3173 -2.8956 -0.027 -0.016 0.055
H -6.8872 -1.3407 -2.3463 0.031 0.057 0.016
H -7.0145 -1.7603 -0.6414 0.026 0.038 -0.028
H -6.1606 -2.8399 -1.7711 0.005 0.026 0.010
H -5.2667 -3.1740 0.1671 0.041 0.037 0.033
H -6.5507 -2.7530 1.3256 0.019 -0.010 -0.024
H -4.9273 -3.1481 1.8931 0.038 0.053 0.007
H -5.1583 0.3954 2.3705 -0.022 0.002 -0.053
H -3.8282 -0.7332 2.6751 -0.012 -0.044 -0.037
H -5.4958 -1.1791 3.0829 -0.023 -0.047 -0.070
N 0.1727 1.0201 -0.4187 -2.258 -0.019 0.281
P 1.7958 1.1236 -0.3734 1.644 0.163 0.113
N 2.2712 2.5733 -0.9762 -0.645 -0.387 0.467
C 3.5881 3.1478 -0.6415 0.320 0.072 0.004
C 3.4713 4.6576 -0.4972 -0.062 -0.056 -0.161
C 3.0818 5.2715 -1.8503 -0.033 -0.029 0.034
C 2.0917 4.3728 -2.6204 0.044 0.005 0.099
C 1.3295 3.4736 -1.6588 -0.067 0.083 -0.225
N 2.4153 -0.1712 -1.1577 -0.555 0.143 0.148
C 3.8730 -0.3230 -1.2641 0.171 -0.091 0.115
C 4.2539 -1.7998 -1.2199 -0.052 0.071 -0.140
C 3.5065 -2.5720 -2.3057 -0.059 -0.046 0.184
C 2.0001 -2.3677 -2.1454 0.147 0.124 -0.145
C 1.6666 -0.8810 -2.2046 -0.034 -0.190 0.027
N 2.3478 1.0274 1.1779 -0.466 -0.139 -0.617
C 2.3274 -0.3031 1.8284 0.270 -0.043 0.168
C 2.8951 -0.1824 3.2355 -0.168 0.081 0.018
C 1.9901 0.7083 4.1122 -0.042 -0.023 -0.093
C 1.1519 1.6547 3.2432 0.177 -0.028 -0.014
C 1.9938 2.1531 2.0750 -0.027 0.113 0.171
H 4.3011 2.9291 -1.4442 -0.028 -0.077 0.027
H 3.9654 2.6786 0.2673 -0.018 0.044 -0.023
H 4.4242 5.0645 -0.1610 -0.007 -0.017 0.056
H 2.7280 4.8942 0.2683 0.022 0.002 0.028
H 3.9820 5.4090 -2.4498 -0.018 0.063 -0.017
H 2.6478 6.2589 -1.6919 0.033 0.013 -0.007
H 2.6189 3.7493 -3.3451 -0.021 -0.001 -0.019
H 1.3805 4.9849 -3.1747 -0.001 -0.050 -0.050
H 0.5843 2.8682 -2.1783 0.021 0.080 -0.066
H 0.7965 4.0998 -0.9382 0.002 -0.055 0.078
H 4.3446 0.2290 -0.4490 0.027 -0.021 -0.033
H 4.2154 0.1086 -2.2129 -0.031 0.065 0.030
H 4.0033 -2.2161 -0.2403 0.043 0.002 0.014
H 5.3326 -1.8888 -1.3530 0.004 -0.009 0.029
H 3.7532 -3.6324 -2.2475 0.018 0.003 -0.040
H 3.8226 -2.2176 -3.2911 0.002 -0.022 -0.021
H 1.6750 -2.7732 -1.1829 -0.029 -0.008 -0.008
H 1.4558 -2.8866 -2.9368 -0.030 -0.017 0.028
H 0.6021 -0.7094 -2.0514 0.012 -0.031 -0.053
H 1.9430 -0.4894 -3.1916 -0.010 0.062 0.029
H 2.9186 -0.9886 1.2262 -0.039 -0.012 0.035
H 1.3040 -0.6859 1.8866 -0.019 -0.045 -0.085
H 3.9018 0.2348 3.1736 0.022 -0.036 -0.008
H 2.9823 -1.1793 3.6675 0.071 -0.002 -0.022
H 2.6069 1.2949 4.7935 -0.024 -0.025 0.043
H 1.3279 0.0954 4.7251 0.028 0.002 0.024
H 0.7940 2.5000 3.8316 -0.004 0.024 -0.042
H 0.2728 1.1405 2.8447 -0.051 0.006 0.038
H 2.9144 2.6041 2.4576 -0.021 0.064 -0.060
H 1.4542 2.9152 1.5075 0.061 0.000 -0.004
```
Positions in Å, forces in eV/Å.

For the total energy, the calculation gives -6759.90639 a.u. For the frontier orbital gap, the calculation gives 5.509 eV. The net charge is +2.

***

ORCA calculation (ωB97M-V/def2-TZVPD) on C15H27ClGdIN2OP2 as an isolated structure at a distorted geometry.

Geometry as XYZ:
```
50
Properties=species:S:1:pos:R:3:forces:R:3
C 0.0111 1.1365 -6.4426 0.023 1.357 -1.589
C 0.0232 2.3538 -5.5631 -0.042 -0.973 6.400
H 0.0119 1.5293 -7.4873 -0.003 -0.481 0.438
H -0.9454 0.5615 -6.2940 0.832 0.589 0.373
H 0.9599 0.5482 -6.2985 -0.822 0.594 0.368
O 0.0247 2.8134 -4.4863 0.009 -1.260 -6.161
I -0.0296 -2.0900 -3.6033 0.000 1.244 -2.440
Gd -0.0017 -0.2533 -1.3763 -0.011 -1.468 1.521
P 2.7728 0.0161 -0.5981 1.599 -0.181 0.578
C 3.6012 1.1491 0.5898 -0.459 0.296 0.012
C 3.3872 -1.5869 0.0591 -0.423 -0.214 -0.073
H 4.4739 -1.6525 -0.0879 -0.297 0.081 0.050
H 4.8284 -0.1680 -1.9161 -0.231 0.129 -0.057
H 2.8890 -2.4108 -0.4622 0.186 0.039 0.122
H 3.3537 -0.4655 -2.8855 0.214 0.066 0.050
H 3.1099 1.0494 1.5693 0.156 0.045 -0.268
H 3.1582 -1.6654 1.1291 0.003 0.039 -0.249
C 3.8003 0.1640 -2.1057 -0.180 0.076 -0.190
H 4.6720 0.9209 0.6999 -0.370 -0.043 -0.168
H 3.8066 1.2036 -2.4521 0.065 -0.158 0.010
H 3.4821 2.1847 0.2500 0.105 -0.144 0.150
P -2.7690 0.0572 -0.5945 -1.601 -0.160 0.582
C -3.5760 1.2042 0.5944 0.463 0.288 0.009
C -3.7982 0.2181 -2.0995 0.183 0.075 -0.190
H -2.9208 -2.3675 -0.4551 -0.185 0.043 0.123
H -4.4930 -1.5848 -0.0770 0.298 0.077 0.050
H -3.1738 -1.6161 1.1361 -0.003 0.038 -0.249
C -3.4050 -1.5356 0.0667 0.420 -0.220 -0.073
H -3.3624 -0.4185 -2.8798 -0.213 0.070 0.052
H -4.8303 -0.0992 -1.9066 0.233 0.126 -0.057
H -4.6491 0.9906 0.7099 0.368 -0.046 -0.168
H -3.4444 2.2371 0.2514 -0.107 -0.141 0.151
H -3.7906 1.2573 -2.4469 -0.068 -0.157 0.009
H -3.0813 1.1002 1.5719 -0.158 0.046 -0.267
Cl -0.0208 -2.7727 -0.8137 0.005 -0.144 0.576
N -0.0077 -2.0360 3.1934 0.005 -0.455 -0.051
C -0.0045 -1.8878 1.8637 -0.006 0.860 0.467
N -0.0029 -0.5945 1.4848 0.007 -1.027 -0.316
C -0.0034 0.1345 2.6899 -0.004 -0.448 0.339
C -0.0017 1.4981 2.9943 0.000 -0.116 -0.247
C -0.0027 1.8650 4.3454 0.002 0.195 -0.374
C -0.0053 0.9119 5.3755 -0.005 -0.888 0.086
C -0.0078 -0.4627 5.0851 0.001 0.968 1.003
C -0.0065 -0.7737 3.7583 -0.002 -0.752 -0.390
H -0.0101 -2.9515 3.6573 0.003 0.863 -0.197
H -0.0053 -2.7804 1.2427 0.006 0.712 0.254
H 0.0001 2.2031 2.1572 0.001 0.091 0.537
H -0.0009 2.9234 4.6189 -0.001 -0.378 -0.161
H -0.0058 1.2230 6.4162 0.000 0.091 -0.222
H -0.0102 -1.2806 5.8220 0.002 0.754 -0.149
```
Positions in Å, forces in eV/Å.

As for the spin multiplicity: 8. Its expectation value of S² is 16.095. For the total energy, the calculation gives -2978.23849 a.u. For the frontier orbital gap (spin up / spin down), the calculation gives 3.819 / 3.612 eV. The net charge is +2.

***

ORCA calculation (ωB97M-V/def2-TZVPD) on C20H23BBr2N6O3RuS2 as an isolated structure at a distorted geometry.

Geometry as XYZ:
```
58
Properties=species:S:1:pos:R:3:forces:R:3
Ru -0.4029 0.5125 0.2767 0.414 1.495 0.337
C -3.9720 0.3790 -0.3532 -0.040 0.055 0.118
C -3.4605 1.7558 -0.0627 0.031 0.064 -0.057
C -4.3855 2.7977 0.1719 0.015 0.024 -0.040
C -3.9506 4.0686 0.3967 -0.068 -0.024 0.009
C -2.5688 4.3544 0.3471 -0.049 -0.093 -0.050
C -2.0018 5.6414 0.4804 -0.019 0.124 0.038
Br -3.0877 7.1297 0.9128 0.005 -0.042 -0.056
C -0.6610 5.8281 0.3064 0.002 0.026 -0.064
C 0.1690 4.7316 0.0353 0.208 -0.118 0.030
Br 2.0175 4.9908 -0.2592 -0.028 0.076 0.036
C -0.3027 3.4332 -0.0028 0.094 0.172 0.114
O 0.4704 2.3911 -0.1656 -0.151 -1.050 0.213
C -1.7067 3.2644 0.1172 -0.049 0.026 0.012
N -2.1588 1.9835 -0.0484 -0.018 -0.943 0.566
H -4.8742 0.4333 -0.9619 0.014 0.018 0.001
H -4.2398 -0.1323 0.5757 0.026 -0.002 -0.022
H -3.2242 -0.2103 -0.8716 -0.019 -0.007 -0.050
H -5.4423 2.5679 0.1621 0.007 -0.001 0.004
H -4.6563 4.8672 0.5834 0.028 0.003 0.001
H -0.2376 6.8202 0.3775 0.042 -0.028 -0.001
N -0.0475 0.4941 2.5261 -0.294 -0.095 -1.545
N -0.5252 -0.7592 2.9834 0.230 0.055 0.632
C -1.7362 -1.1357 2.4557 -0.389 -0.774 -0.409
N -2.6135 -1.7831 3.2919 0.075 0.059 0.080
S -1.6268 -1.6843 0.7124 0.361 1.049 -0.051
H 0.9591 0.5124 2.6537 0.048 0.143 -0.090
H -0.4741 1.2754 3.0195 -0.072 0.035 -0.036
H -0.4322 -0.9073 3.9802 0.031 0.211 0.061
H -2.2473 -2.2977 4.0835 -0.027 -0.025 0.011
H -3.3910 -2.2403 2.8455 0.018 -0.057 0.011
O 0.3478 -3.4568 1.7732 0.002 -0.015 0.058
B -0.2109 -2.8453 0.6772 0.311 -0.079 0.085
O 0.3687 -3.2393 -0.5102 -0.136 -0.154 -0.148
C 1.3427 -4.1492 -0.1320 -0.039 0.056 0.114
C 2.2107 -4.8586 -0.9269 -0.029 0.050 -0.084
C 3.0975 -5.7106 -0.2703 0.018 0.022 0.017
C 3.1033 -5.8219 1.1160 0.025 -0.021 -0.047
C 2.2147 -5.0981 1.9088 -0.042 0.037 0.081
C 1.3390 -4.2728 1.2467 -0.002 0.056 -0.057
H 2.1901 -4.7670 -2.0055 0.006 -0.050 0.017
H 3.7922 -6.3006 -0.8523 0.007 0.019 0.003
H 3.8140 -6.4878 1.5866 -0.032 0.008 0.015
H 2.2077 -5.1754 2.9876 0.013 -0.029 -0.028
C 2.5953 -1.1479 -3.6587 0.096 0.028 0.090
N 2.4566 -1.0491 -2.2061 -0.125 0.083 -0.121
C 2.2601 0.0175 -1.4320 0.438 -0.245 0.171
S 1.8959 -0.3206 0.2520 -0.558 -0.237 0.062
N 2.4080 1.2709 -1.8010 -0.254 0.272 -0.118
C 2.7001 1.8433 -3.1132 -0.017 -0.010 0.011
H 2.2896 -2.1483 -3.9532 -0.012 -0.006 0.024
H 3.6243 -0.9949 -3.9806 0.011 -0.001 -0.004
H 1.9471 -0.4374 -4.1608 -0.031 -0.006 -0.014
H 2.3993 -1.9164 -1.6957 -0.096 -0.008 0.021
H 2.0790 1.9438 -1.1045 -0.038 -0.124 0.005
H 3.4725 1.2845 -3.6297 0.043 0.005 0.023
H 3.0591 2.8558 -2.9496 0.017 -0.008 0.028
H 1.8067 1.9001 -3.7354 -0.002 -0.018 -0.006
```
Positions in Å, forces in eV/Å.

As for the spin multiplicity: 2. Its expectation value of S² is 0.754. For the total energy, the calculation gives -7394.22161 a.u. For the frontier orbital gap (spin up / spin down), the calculation gives 6.727 / 6.727 eV. The net charge is +1.

***

ORCA calculation (ωB97M-V/def2-TZVPD) on C31H31Br2N3PRb as an isolated structure.

Geometry as XYZ:
```
69
Properties=species:S:1:pos:R:3:forces:R:3
Rb 0.1354 -0.3001 -0.0993 0.072 0.143 -0.351
C -2.3441 2.3705 -3.8415 -0.030 0.210 -0.130
C -2.7839 3.5523 -3.2649 -0.002 0.018 0.030
C -2.5321 3.7591 -1.9218 -0.014 -0.045 -0.151
C -1.8673 2.7902 -1.1526 0.145 -0.057 0.396
C -1.3738 1.5681 -1.6905 -0.464 0.581 -0.264
C -1.6506 1.4547 -3.0703 0.152 -0.522 0.060
C -1.6816 3.0871 0.3119 -0.085 0.066 -0.157
C -2.2436 4.2770 0.8971 0.029 -0.084 -0.044
C -2.0783 4.5586 2.2108 0.029 -0.054 0.014
C -1.3520 3.6595 3.0302 -0.015 0.004 -0.025
C -1.1331 3.8618 4.4087 0.000 0.011 0.028
C -0.4301 2.9490 5.1441 0.021 -0.027 0.036
C 0.0790 1.7921 4.5199 -0.010 0.003 -0.019
C -0.1228 1.5791 3.1844 -0.003 0.000 0.029
C -0.8445 2.5089 2.3974 0.016 -0.069 0.017
N -1.0014 2.2479 1.0667 -0.022 -0.026 0.038
H -2.5324 2.1800 -4.8930 0.016 -0.027 -0.017
H -3.3100 4.2999 -3.8457 0.001 0.002 -0.003
H -2.8710 4.6961 -1.5059 -0.006 0.044 0.040
H -1.3152 0.5599 -3.5999 0.018 -0.022 0.042
H -2.8108 4.9571 0.2863 -0.025 0.035 0.015
H -2.5000 5.4571 2.6472 -0.003 0.004 -0.013
H -1.5327 4.7533 4.8773 -0.013 0.021 -0.007
H -0.2649 3.1081 6.2013 0.002 0.004 0.011
H 0.6325 1.0662 5.1024 0.008 -0.003 0.022
H 0.2631 0.6887 2.7074 0.014 -0.058 -0.029
Br 1.7276 -4.3533 5.9899 0.061 -0.018 0.051
C 1.3011 -3.3773 4.4405 -0.175 0.121 -0.229
C 2.2570 -2.6036 3.8044 0.113 -0.070 0.137
C 1.8697 -1.9109 2.6700 -0.120 -0.070 0.060
N 0.6403 -1.9489 2.1687 -0.074 -0.274 0.311
C -0.2795 -2.6943 2.7884 -0.293 -0.027 -0.020
C 0.0108 -3.4317 3.9367 0.261 0.118 -0.077
C -1.6750 -2.6816 2.2052 0.233 -0.075 0.247
C -2.7047 -3.4223 2.7847 -0.093 0.152 -0.247
C -3.9657 -3.3334 2.2137 0.268 0.095 -0.020
Br -5.3834 -4.3196 2.9603 -0.077 -0.016 -0.005
C -4.1701 -2.5227 1.1123 -0.180 -0.036 -0.020
C -3.0799 -1.8291 0.6104 0.021 -0.045 0.064
N -1.8641 -1.9108 1.1344 -0.014 -0.158 0.222
H 3.2698 -2.5373 4.1750 -0.010 -0.013 0.014
H 2.5863 -1.2882 2.1434 0.011 0.001 -0.013
H -0.7280 -4.0306 4.4434 -0.036 -0.001 -0.018
H -2.5594 -4.0505 3.6481 0.036 -0.002 0.015
H -5.1433 -2.4261 0.6530 -0.003 -0.015 0.020
H -3.1858 -1.1727 -0.2473 -0.029 0.015 -0.012
C 5.4012 1.2116 0.1245 0.049 -0.059 0.065
C 4.5532 1.8922 -0.9429 0.085 0.095 -0.126
P 2.7512 1.6808 -0.6296 0.173 0.020 -0.050
C 1.9514 2.6949 -1.9509 -0.137 -0.016 -0.038
C 2.7449 3.8297 -2.5855 0.105 0.098 -0.015
C 2.4871 2.6862 0.8892 0.025 0.031 0.104
C 2.8801 4.1577 0.8856 0.021 0.088 -0.058
H 6.4637 1.2802 -0.1115 0.013 0.002 -0.011
H 5.1489 0.1534 0.2199 -0.017 -0.004 -0.017
H 5.2557 1.6737 1.1020 -0.010 0.019 0.018
H 4.7582 1.4490 -1.9219 -0.020 -0.026 0.020
H 4.8320 2.9459 -1.0248 -0.062 -0.006 0.022
H 1.0149 3.0589 -1.5159 0.033 0.017 0.029
H 1.6093 2.0047 -2.7263 0.072 -0.018 0.010
H 3.0908 4.5575 -1.8516 -0.009 -0.005 -0.015
H 2.1298 4.3616 -3.3127 -0.035 -0.011 -0.002
H 3.6253 3.4614 -3.1144 -0.003 -0.025 -0.007
H 2.9889 2.1571 1.7066 0.027 0.009 -0.023
H 1.4214 2.5938 1.1032 -0.028 0.008 -0.023
H 3.9318 4.3038 0.6304 0.006 -0.014 0.015
H 2.7129 4.6064 1.8663 -0.004 -0.018 0.026
H 2.2841 4.7210 0.1666 -0.015 -0.018 0.025
```
Positions in Å, forces in eV/Å.

For the total energy, the calculation gives -6877.60151 a.u. For the frontier orbital gap, the calculation gives 5.608 eV. The net charge is 0.